*a*
Computed, not measured: a 2-piece molecular cluster, C3H10NO2 overall, with the ωB97M-V functional and the def2-TZVPD basis.

The geometry in ORCA input format:
```
! wB97M-V def2-TZVPD RIJCOSX def2/J DEFGRID3
* xyz 1 1
C -0.360 0.688 -1.692
C -1.209 -0.269 -0.822
C -1.234 0.053 0.651
O -0.663 1.016 1.094
N 0.901 1.117 -1.025
H -0.901 1.577 -1.862
H -0.095 0.167 -2.585
H -0.839 -1.272 -0.946
H -2.204 -0.163 -1.279
H -1.664 -0.663 1.363
H 1.322 1.948 -1.463
H 1.667 0.440 -1.043
H 0.790 1.322 -0.043
H 1.846 -2.696 3.319
H 1.449 -1.207 3.342
O 1.194 -2.058 2.990
*
```

Output
- HOMO: -14.4111 eV
- Orbital gap: 10.8 eV

=====

*b*
Computed, not measured: a 2-piece molecular cluster, C3H10NO2 overall, with the ωB97M-V functional and the def2-TZVPD basis.

The geometry in ORCA input format:
```
! wB97M-V def2-TZVPD RIJCOSX def2/J DEFGRID3
* xyz 1 1
O -1.969 1.683 0.215
C -2.047 0.660 0.819
C -0.872 -0.295 0.957
N 0.327 0.386 0.431
C 1.495 -0.557 0.379
H -2.885 0.211 1.401
H -0.843 -1.334 0.550
H -0.681 -0.513 2.033
H 0.485 1.251 0.965
H 0.261 0.736 -0.543
H 2.403 0.012 0.628
H 1.339 -1.413 1.056
H 1.627 -0.974 -0.606
H 0.614 -0.702 -2.911
H 0.383 0.792 -3.001
O 0.363 0.057 -2.374
*
```

Output
- HOMO: -14.8196 eV
- Orbital gap: 11.5 eV

=====

*a* ends up most stable, edging out the next structure by 0.0079 hartree.

=====

*a*
Computed, not measured: a 7-piece molecular cluster, C28H35N7 overall, with the ωB97M-V functional and the def2-TZVPD basis.

The geometry in ORCA input format:
```
! wB97M-V def2-TZVPD RIJCOSX def2/J DEFGRID3
* xyz 0 1
N -1.410 1.040 4.889
C -2.481 1.633 4.297
C -2.052 2.060 3.018
C -0.504 1.565 2.959
C -0.296 0.874 4.094
H -1.764 0.632 5.961
H -3.524 1.938 4.635
H -2.787 2.489 2.346
H 0.090 1.859 2.015
H 0.558 0.267 4.413
N 0.869 -1.265 -1.604
C 1.281 0.047 -1.442
C 0.545 0.743 -0.618
C -0.539 -0.243 -0.062
C -0.283 -1.424 -0.742
H 1.156 -2.061 -2.408
H 2.030 0.549 -2.123
H 0.908 1.606 -0.184
H -1.375 -0.273 0.627
H -0.675 -2.353 -0.719
N 1.868 -2.673 -4.157
C 2.364 -3.611 -3.229
C 3.487 -3.111 -2.675
C 3.707 -1.826 -3.481
C 2.665 -1.575 -4.282
H 0.930 -2.638 -4.643
H 1.743 -4.257 -2.824
H 3.893 -3.431 -1.644
H 4.507 -1.022 -3.208
H 2.284 -0.841 -4.848
N -2.194 -0.367 -2.860
C -2.110 0.492 -3.952
C -3.209 0.380 -4.656
C -4.050 -0.663 -4.036
C -3.480 -1.107 -2.847
H -1.595 -0.248 -1.990
H -1.278 1.160 -4.123
H -3.415 1.047 -5.467
H -4.988 -1.253 -4.411
H -3.603 -1.799 -1.968
N 2.430 -1.374 0.943
C 1.942 -1.633 2.167
C 3.057 -2.158 2.820
C 4.284 -1.810 1.946
C 3.800 -1.435 0.807
H 1.664 -1.057 0.194
H 0.934 -1.548 2.359
H 2.893 -2.395 3.922
H 5.470 -2.010 2.422
H 4.224 -1.057 0.000
N 2.365 6.294 1.549
C 0.996 6.057 1.527
C 0.814 5.063 0.713
C 2.201 4.635 0.127
C 3.104 5.456 0.705
H 2.696 6.940 2.255
H 0.415 6.528 2.078
H -0.065 4.546 0.264
H 2.320 3.798 -0.592
H 4.107 5.646 0.681
N -3.064 -2.940 1.797
C -4.171 -2.967 0.930
C -4.735 -1.716 0.983
C -3.844 -0.862 1.785
C -2.936 -1.676 2.364
H -2.357 -3.754 1.829
H -4.457 -3.871 0.238
H -5.424 -1.567 0.127
H -3.901 0.154 1.996
H -2.008 -1.620 3.023
*
```

Output
- HOMO: -8.0032 eV
- SMILES string: c1cc[nH]c1.c1cc[nH]c1.c1cc[nH]c1.c1cc[nH]c1.c1cc[nH]c1.c1cc[nH]c1.c1cc[nH]c1
- Orbital gap: 8.5 eV

=====

*b*
Computed, not measured: C28H35N7 as an isolated structure, with the ωB97M-V functional and the def2-TZVPD basis.

The geometry in ORCA input format:
```
! wB97M-V def2-TZVPD RIJCOSX def2/J DEFGRID3
* xyz 0 1
N 26.375 37.367 -2.003
C 26.826 36.835 -0.807
C 26.927 35.339 -0.924
C 26.724 35.045 -2.446
C 26.438 36.454 -3.110
H 26.125 38.370 -2.066
H 26.986 37.355 0.188
H 27.406 34.687 -0.062
H 26.942 33.914 -2.949
H 26.186 36.835 -4.044
N 26.495 40.615 1.788
C 25.320 40.116 1.203
C 25.512 38.489 1.537
C 26.868 38.400 2.290
C 27.386 39.804 2.442
H 26.690 41.533 1.495
H 24.638 40.827 0.794
H 24.717 37.821 1.514
H 27.094 37.610 2.871
H 28.384 40.147 2.792
N 30.787 35.828 0.349
C 29.695 36.059 1.042
C 30.113 35.824 2.550
C 31.580 35.562 2.482
C 31.993 35.539 1.000
H 30.651 36.019 -0.772
H 28.744 36.321 0.703
H 29.400 36.018 3.432
H 32.160 35.511 3.224
H 32.893 35.421 0.433
N 29.703 36.407 -1.831
C 30.790 35.587 -2.141
C 32.005 36.503 -2.173
C 31.560 37.898 -1.875
C 29.993 37.744 -1.695
H 28.728 36.238 -1.769
H 30.839 34.575 -2.611
H 33.038 36.145 -2.486
H 32.269 38.471 -1.759
H 29.282 38.480 -1.131
N 31.792 38.868 3.014
C 32.687 40.007 3.019
C 32.714 40.627 4.358
C 31.719 39.949 5.268
C 31.201 38.745 4.370
H 32.001 37.976 2.471
H 33.134 40.000 1.961
H 33.486 41.450 4.605
H 31.151 40.181 6.196
H 30.590 38.032 4.424
N 28.057 35.843 7.983
C 28.608 35.154 7.071
C 30.034 35.693 6.657
C 30.168 37.007 7.461
C 28.820 36.962 8.331
H 27.254 35.747 8.292
H 28.136 34.323 6.956
H 30.642 35.544 5.834
H 30.921 37.582 7.378
H 28.309 37.897 8.987
N 34.928 34.881 5.146
C 33.721 34.328 5.424
C 33.546 33.124 4.525
C 34.711 33.149 3.494
C 35.687 34.173 4.208
H 35.420 35.793 5.633
H 33.245 34.734 6.221
H 32.772 32.524 4.514
H 34.646 32.447 2.553
H 36.577 34.526 3.848
*
```

Output
- HOMO: -7.1146 eV
- Orbital gap: 7.6 eV

=====

*a* ends up most stable, edging out the next structure by 0.4440 hartree.

=====

*a*
Computed, not measured: a 7-piece molecular cluster, C28H35N7 overall, with the ωB97M-V functional and the def2-TZVPD basis.

The geometry in ORCA input format:
```
! wB97M-V def2-TZVPD RIJCOSX def2/J DEFGRID3
* xyz 0 1
N -23.781 14.693 -22.517
C -22.477 15.072 -22.538
C -22.137 15.249 -23.865
C -23.270 15.020 -24.640
C -24.296 14.639 -23.796
H -24.363 14.539 -21.716
H -21.884 15.169 -21.646
H -21.152 15.476 -24.242
H -23.307 15.133 -25.711
H -25.320 14.340 -23.928
N -22.040 16.419 -34.372
C -21.982 17.702 -34.825
C -22.454 18.541 -33.840
C -22.678 17.738 -32.706
C -22.494 16.428 -33.068
H -21.834 15.601 -34.909
H -21.592 17.994 -35.786
H -22.537 19.614 -33.790
H -22.901 18.088 -31.711
H -22.668 15.514 -32.525
N -19.588 18.020 -28.251
C -20.136 17.475 -29.383
C -21.306 16.852 -29.031
C -21.470 17.029 -27.624
C -20.421 17.811 -27.206
H -18.690 18.473 -28.225
H -19.667 17.619 -30.343
H -22.048 16.476 -29.716
H -22.277 16.702 -26.990
H -20.127 18.108 -26.210
N -21.203 20.907 -22.222
C -21.075 19.825 -21.390
C -21.353 18.693 -22.091
C -21.624 19.089 -23.411
C -21.516 20.462 -23.485
H -21.089 21.836 -21.867
H -20.850 20.062 -20.360
H -21.328 17.698 -21.682
H -21.868 18.426 -24.227
H -21.681 21.101 -24.335
N -17.073 20.021 -26.115
C -18.242 20.583 -26.526
C -18.030 21.240 -27.704
C -16.667 21.047 -28.051
C -16.079 20.351 -27.015
H -16.930 19.571 -25.232
H -19.158 20.498 -25.962
H -18.767 21.797 -28.259
H -16.129 21.449 -28.893
H -15.064 20.088 -26.771
N -16.860 17.724 -31.397
C -17.677 17.390 -32.441
C -18.545 18.410 -32.693
C -18.302 19.380 -31.692
C -17.214 18.986 -30.950
H -16.109 17.179 -31.020
H -17.645 16.434 -32.940
H -19.274 18.514 -33.478
H -18.734 20.361 -31.548
H -16.671 19.404 -30.122
N -18.367 14.964 -28.961
C -18.450 14.708 -30.302
C -17.371 13.915 -30.614
C -16.611 13.709 -29.429
C -17.262 14.389 -28.425
H -19.018 15.541 -28.453
H -19.279 15.094 -30.867
H -17.211 13.412 -31.555
H -15.678 13.178 -29.343
H -16.982 14.668 -27.422
*
```

Output
- HOMO: -7.9332 eV
- SMILES string: c1cc[nH]c1.c1cc[nH]c1.c1cc[nH]c1.c1cc[nH]c1.c1cc[nH]c1.c1cc[nH]c1.c1cc[nH]c1
- Orbital gap: 8.6 eV

=====

*b*
Computed, not measured: a 7-piece molecular cluster, C28H35N7 overall, with the ωB97M-V functional and the def2-TZVPD basis.

The geometry in ORCA input format:
```
! wB97M-V def2-TZVPD RIJCOSX def2/J DEFGRID3
* xyz 0 1
N -1.042 5.387 1.844
C -2.117 4.481 1.862
C -1.566 3.247 2.377
C -0.068 3.434 2.507
C 0.156 4.742 2.237
H -1.204 6.523 1.705
H -3.047 4.519 1.452
H -2.174 2.367 2.421
H 0.588 2.666 2.586
H 0.943 5.499 2.226
N 2.190 2.084 0.350
C 2.300 1.336 -0.829
C 3.458 0.602 -0.757
C 4.234 1.070 0.478
C 3.386 2.051 1.122
H 1.373 2.679 0.543
H 1.577 1.205 -1.584
H 3.894 -0.311 -1.452
H 5.197 0.804 0.826
H 3.589 2.676 1.974
N -5.131 2.062 1.651
C -5.131 1.397 2.906
C -4.461 0.229 2.832
C -4.243 0.041 1.251
C -4.567 1.267 0.715
H -5.644 2.911 1.573
H -5.615 1.935 3.895
H -4.211 -0.599 3.627
H -3.686 -0.939 0.902
H -4.678 1.622 -0.357
N 0.285 -2.704 -1.112
C -0.872 -3.539 -1.369
C -1.152 -3.500 -2.707
C -0.117 -2.487 -3.303
C 0.655 -2.114 -2.251
H 0.666 -2.432 -0.316
H -1.221 -3.960 -0.554
H -2.097 -4.053 -3.126
H 0.061 -2.060 -4.201
H 1.439 -1.325 -2.129
N -0.540 3.329 -0.927
C -1.032 2.128 -1.214
C -0.902 1.997 -2.534
C -0.401 3.308 -3.052
C -0.065 4.022 -2.015
H -0.589 3.787 0.096
H -1.409 1.523 -0.464
H -1.145 1.028 -2.887
H -0.117 3.458 -4.090
H 0.454 4.962 -1.803
N 2.137 -4.748 -1.923
C 2.276 -5.710 -2.819
C 3.468 -6.303 -2.529
C 4.017 -5.549 -1.287
C 3.053 -4.687 -0.902
H 1.340 -4.096 -1.888
H 1.707 -5.856 -3.670
H 3.861 -7.084 -3.219
H 4.935 -5.615 -0.808
H 2.876 -4.161 -0.033
N 1.139 -0.602 1.540
C 1.541 -1.970 1.736
C 0.497 -2.609 2.172
C -0.715 -1.611 2.112
C -0.281 -0.476 1.687
H 1.564 0.246 1.104
H 2.551 -2.435 1.513
H 0.378 -3.460 2.530
H -1.729 -2.058 2.366
H -0.822 0.451 1.365
*
```

Output
- HOMO: -7.8908 eV
- SMILES string: c1cc[nH]c1.c1cc[nH]c1.c1cc[nH]c1.c1cc[nH]c1.c1cc[nH]c1.c1cc[nH]c1.c1cc[nH]c1
- Orbital gap: 8.2 eV

=====

*a* ends up most stable, edging out the next structure by 0.2893 hartree.